Entry i
DFT (ωB97M-V/def2-TZVPD) results for a 2-piece molecular cluster, C12H16N2O overall.

The net charge is 0. The calculation puts the LUMO energy at 0.61 eV. As for the frontier orbital gap: 9.1 eV. Its SMILES is CCc1c[nH]cn1.Cc1ccc(O)cc1.

Last column: Löwdin charge in e.
CARTESIAN COORDINATES (ANGSTROEM)
C (2.29143, -1.95598, 1.06571)  -0.0951
C (2.42245, -0.45102, 0.71179)  -0.1728
C (1.68328, 0.40165, 1.71043)  -0.3157
C (0.73154, 0.04270, 2.62585)  -0.0672
N (0.71143, 1.09045, 3.51923)  0.0312
C (1.38713, 2.12639, 2.94727)  -0.2060
N (2.03241, 1.71998, 1.89046)  0.0938
H (3.30597, -2.34348, 1.16778)  0.0665
H (1.95795, -2.46699, 0.15468)  0.0653
H (1.61421, -2.28561, 1.84170)  0.0514
H (3.46684, -0.15941, 0.68226)  0.1054
H (1.97141, -0.30844, -0.27246)  0.0925
H (0.25928, -0.90556, 2.79768)  0.1030
H (-0.01101, 1.31351, 4.18499)  0.1393
H (1.25037, 3.09445, 3.40426)  0.1153
C (0.16713, 1.76983, -2.23594)  -0.0438
C (-0.95817, 0.75274, -2.11462)  -0.2878
C (-2.13104, 1.13385, -1.46912)  -0.0430
C (-2.96456, 0.11572, -1.02877)  -0.0261
C (-2.77269, -1.21518, -1.39342)  -0.3378
O (-3.66231, -2.22466, -1.11952)  0.0256
C (-1.75047, -1.51194, -2.27909)  -0.0178
C (-0.82671, -0.53286, -2.63005)  -0.0447
H (-0.11955, 2.61327, -2.85582)  0.0789
H (1.09971, 1.34749, -2.60336)  0.0733
H (0.33164, 2.02922, -1.21937)  0.0596
H (-2.37782, 2.15333, -1.21015)  0.1139
H (-3.72667, 0.25680, -0.26699)  0.1128
H (-3.83939, -2.35350, -0.18073)  0.1056
H (-1.61715, -2.53092, -2.62222)  0.1153
H (0.07333, -0.71584, -3.20245)  0.1088



Entry ii
DFT (ωB97M-V/def2-TZVPD) results for C12H16N2O as an isolated structure.

The net charge is 0. The calculation puts the LUMO energy at 0.84 eV. As for the frontier orbital gap: 8.8 eV.

Last column: Löwdin charge in e.
CARTESIAN COORDINATES (ANGSTROEM)
C (4.98708, -0.60290, -0.18903)  -0.0330
C (2.51148, 0.13581, 0.18731)  -0.4027
C (1.58342, 1.18304, 0.44363)  -0.0111
C (0.36880, 1.02922, -0.11626)  -0.1203
C (-0.77933, 2.26424, -0.37840)  -0.0837
C (-1.99618, 1.58081, 0.32175)  -0.2626
C (-2.33171, 0.43624, -0.52918)  -0.3146
C (-3.86915, 0.01631, -0.07005)  -0.1196
C (-3.59282, -1.56471, -0.04880)  -0.1154
C (-1.49624, -0.73840, -0.23990)  -0.4436
C (-0.09501, -0.36433, -0.30382)  -0.0959
C (1.00873, -1.31120, -0.12010)  -0.0519
H (5.18279, -0.59533, -1.57728)  0.1857
H (4.83404, -1.65499, 0.34354)  0.0941
H (5.76627, -0.06029, 0.41827)  0.0650
H (1.81334, 2.08299, 1.28896)  0.1921
H (-0.17502, 3.28681, -0.08508)  0.1494
H (-0.97477, 2.19117, -1.53179)  0.1153
H (-1.74760, 1.41437, 1.33720)  0.0991
H (-2.79035, 2.39440, 0.51125)  0.1392
H (-1.80816, 0.97543, -1.48128)  0.1589
H (-4.58792, 0.57060, -0.69935)  0.0934
H (-3.95731, 0.38388, 1.05464)  0.1258
H (-4.36272, -2.24797, 0.60351)  0.1256
H (-3.46885, -1.96801, -1.26434)  0.1765
H (-2.35863, -0.72033, 1.72932)  0.1277
H (-1.78376, -1.22481, -1.09544)  0.0893
H (0.65313, -2.37459, -0.15522)  0.1209
N (-2.18632, -1.37021, 0.87268)  0.0203
N (2.37789, -1.12445, -0.24988)  0.1314
O (3.82876, 0.32809, 0.31258)  -0.1553



Entry iii
DFT (ωB97M-V/def2-TZVPD) results for a 2-piece molecular cluster, C12H16N2O overall.

The net charge is 0. The calculation puts the LUMO energy at 0.39 eV. As for the frontier orbital gap: 8.7 eV. Its SMILES is CCc1c[nH]cn1.Cc1ccc(O)cc1.

Last column: Löwdin charge in e.
CARTESIAN COORDINATES (ANGSTROEM)
C (-0.08335, 4.42195, -0.89824)  -0.0985
C (0.48001, 3.17302, -1.61413)  -0.1930
C (-0.46410, 2.01151, -1.65683)  -0.3171
C (-0.39711, 0.94852, -2.51785)  -0.0653
N (-1.48109, 0.17301, -2.21485)  0.0418
C (-2.15554, 0.78611, -1.21168)  -0.2203
N (-1.56956, 1.89807, -0.86540)  0.1032
H (-0.14254, 5.29249, -1.55798)  0.0648
H (0.61944, 4.73678, -0.13007)  0.0606
H (-1.05253, 4.21157, -0.46036)  0.0516
H (0.75218, 3.42136, -2.63839)  0.1017
H (1.41671, 2.88439, -1.13259)  0.1038
H (0.39510, 0.70658, -3.21081)  0.1179
H (-1.72959, -0.65381, -2.72983)  0.1433
H (-3.08061, 0.38022, -0.83353)  0.1174
C (1.49812, 0.32288, 3.17953)  -0.0638
C (1.13818, -0.74731, 2.20580)  -0.2847
C (1.89581, -1.89246, 1.99542)  -0.0473
C (1.44094, -2.97371, 1.24979)  -0.0142
C (0.29011, -2.80916, 0.49614)  -0.3241
O (-0.10221, -3.84876, -0.30715)  0.0350
C (-0.53423, -1.71257, 0.73690)  -0.0330
C (-0.09282, -0.67876, 1.54024)  -0.0463
H (1.12687, 0.05891, 4.17132)  0.0815
H (1.03137, 1.28000, 2.96104)  0.0737
H (2.56252, 0.50964, 3.33941)  0.0773
H (2.86141, -1.96959, 2.47712)  0.1101
H (2.03730, -3.87331, 1.22349)  0.1150
H (-0.81166, -3.57609, -0.91083)  0.1031
H (-1.46240, -1.61757, 0.19352)  0.0937
H (-0.77790, 0.10911, 1.82164)  0.1120



entry iii (15.9 kcal/mol below the next structure)



Entry i
DFT (ωB97M-V/def2-TZVPD) results for an isolated ion of composition CH3N2 and charge +1.

The net charge is +1. The calculation puts the LUMO energy (alpha / beta) at -8.56 / -8.19 eV. As for the frontier orbital gap (alpha / beta): 11.2 / 11.1 eV. Its SMILES is C[N+]#N.

Last column: Löwdin charge in e.
CARTESIAN COORDINATES (ANGSTROEM)
C (0.29264, -0.24673, -0.28266)  -0.0379
N (-0.46226, 0.49866, 0.48365)  0.0659
N (-1.37910, 1.16258, 1.34219)  0.4695
H (1.01334, 0.36840, -0.85717)  0.1650
H (0.86730, -0.97470, 0.32432)  0.1676
H (-0.33192, -0.80821, -1.01032)  0.1699



Entry ii
DFT (ωB97M-V/def2-TZVPD) results for an isolated ion of composition CH3N2 and charge +1.

The net charge is +1. The calculation puts the LUMO energy at -7.34 eV. As for the frontier orbital gap: 12.9 eV. Its SMILES is C[N+]#N.

Last column: Löwdin charge in e.
CARTESIAN COORDINATES (ANGSTROEM)
C (0.39940, -0.01557, 0.01153)  -0.0139
N (-0.88560, 0.03106, 0.11794)  0.0489
N (-2.07650, 0.00310, -0.01220)  0.4839
H (0.93529, -0.92783, 0.32419)  0.1695
H (0.79622, 0.07964, -0.98620)  0.1549
H (0.83119, 0.82961, 0.54474)  0.1568



entry ii (73.0 kcal/mol below the next structure)



Entry i
DFT (ωB97M-V/def2-TZVPD) results for one molecule with the formula C21H26N2O2.

The net charge is 0. The calculation puts the LUMO energy at -0.33 eV. As for the frontier orbital gap: 8.1 eV. Its SMILES is CC(C)CCNC[C@H](O)CON=C1c2ccccc2-c2ccccc21.

Last column: Löwdin charge in e.
CARTESIAN COORDINATES (ANGSTROEM)
C (-5.14314, -1.35534, -0.48600)  -0.0762
C (-4.86003, -0.90913, 0.94684)  -0.4469
C (-5.96809, -1.40317, 1.87631)  -0.0880
C (-4.74330, 0.61534, 1.06706)  -0.1817
C (-3.67792, 1.25832, 0.17837)  -0.2468
N (-2.35142, 0.78676, 0.53476)  -0.0587
C (-1.26302, 1.46254, -0.13279)  -0.1790
C (-1.12730, 1.11141, -1.63342)  -0.3575
O (-1.02087, -0.28015, -1.81366)  -0.0431
C (0.06045, 1.85084, -2.27214)  -0.1373
O (1.25412, 1.74107, -1.51900)  -0.1157
N (1.64150, 0.41651, -1.40305)  0.1278
C (2.68972, 0.15572, -0.72372)  -0.1439
C (3.16166, -1.22091, -0.55624)  -0.1024
C (2.64853, -2.40840, -1.03999)  -0.0063
C (3.31118, -3.58795, -0.72569)  -0.0771
C (4.45815, -3.57427, 0.05280)  -0.0778
C (4.97862, -2.38264, 0.54157)  -0.0119
C (4.32696, -1.20382, 0.23534)  -0.1123
C (4.61791, 0.18085, 0.59021)  -0.1107
C (5.63245, 0.73219, 1.34648)  -0.0106
C (5.65548, 2.11076, 1.52194)  -0.0742
C (4.68467, 2.91922, 0.95356)  -0.0741
C (3.65866, 2.37555, 0.18996)  -0.0009
C (3.63024, 1.00566, 0.01087)  -0.0850
H (-4.30102, -1.14468, -1.14012)  0.0664
H (-6.02283, -0.84626, -0.87558)  0.0833
H (-5.32800, -2.42721, -0.51502)  0.0755
H (-3.91726, -1.35827, 1.27541)  0.1272
H (-5.77204, -1.10040, 2.90241)  0.0743
H (-6.03786, -2.48830, 1.84684)  0.0731
H (-6.92875, -0.99027, 1.57464)  0.0785
H (-4.51329, 0.86337, 2.10480)  0.1138
H (-5.70818, 1.06371, 0.81730)  0.1161
H (-3.69205, 2.34072, 0.34764)  0.1177
H (-3.92942, 1.08612, -0.87980)  0.1052
H (-2.28179, -0.20593, 0.32710)  0.0999
H (-0.33974, 1.17295, 0.38000)  0.1192
H (-1.39434, 2.54226, -0.02464)  0.1252
H (-2.03710, 1.41101, -2.16596)  0.1420
H (-0.11626, -0.53003, -1.56047)  0.0593
H (0.21900, 1.46102, -3.28523)  0.1310
H (-0.13213, 2.92377, -2.31559)  0.1320
H (1.75794, -2.41630, -1.64927)  0.1119
H (2.92828, -4.52833, -1.09329)  0.1024
H (4.95565, -4.50513, 0.28277)  0.1023
H (5.87286, -2.38184, 1.14665)  0.1106
H (6.39277, 0.10972, 1.79432)  0.1111
H (6.44250, 2.55822, 2.11150)  0.1032
H (4.72489, 3.98774, 1.10555)  0.1026
H (2.90297, 3.00536, -0.25232)  0.1062



Entry ii
DFT (ωB97M-V/def2-TZVPD) results for one molecule with the formula C21H26N2O2.

The net charge is 0. The calculation puts the LUMO energy at 0.74 eV. As for the frontier orbital gap: 9.2 eV. Its SMILES is CC(C)c1ccc(C(=O)Nc2ccc(CN3CCOCC3)cc2)cc1.

Last column: Löwdin charge in e.
CARTESIAN COORDINATES (ANGSTROEM)
C (-2.36171, -1.49199, 2.64971)  -0.0652
C (-2.31985, -0.16563, 3.41222)  -0.3879
C (-1.65524, -0.34503, 4.77870)  -0.0629
C (-1.60820, 0.89026, 2.60373)  -0.2077
C (-2.26878, 2.05036, 2.21921)  -0.0155
C (-1.63085, 3.01626, 1.46328)  -0.0095
C (-0.31592, 2.82876, 1.05628)  -0.1698
C (0.35950, 3.88080, 0.24711)  -0.4376
O (0.31479, 5.06189, 0.52527)  0.0813
N (1.09084, 3.44749, -0.82367)  0.1371
C (1.13177, 2.16799, -1.38996)  -0.2627
C (2.33928, 1.66732, -1.86608)  -0.0181
C (2.40848, 0.38499, -2.37894)  -0.0346
C (1.27709, -0.41533, -2.44098)  -0.2297
C (1.33747, -1.82982, -2.94730)  -0.1595
N (0.57268, -2.71350, -2.08370)  -0.1769
C (0.41988, -4.04492, -2.64035)  -0.1717
C (-0.48656, -4.86291, -1.71971)  -0.1978
O (0.03971, -4.94462, -0.41660)  -0.1305
C (0.22090, -3.65627, 0.12200)  -0.1961
C (1.14605, -2.81149, -0.75232)  -0.1585
C (0.06198, 0.11074, -2.01625)  -0.0197
C (-0.01749, 1.38769, -1.50160)  -0.0117
C (0.36433, 1.68542, 1.46559)  -0.0222
C (-0.27790, 0.73152, 2.22870)  -0.0179
H (-2.82755, -1.35396, 1.67625)  0.0825
H (-1.35892, -1.88380, 2.49802)  0.0630
H (-2.93644, -2.22797, 3.20743)  0.0791
H (-3.35088, 0.16702, 3.57601)  0.1310
H (-2.21363, -1.06206, 5.37635)  0.0774
H (-1.62525, 0.60235, 5.31230)  0.0831
H (-0.63696, -0.70939, 4.66913)  0.0747
H (-3.29712, 2.20127, 2.51593)  0.1128
H (-2.14779, 3.91809, 1.17079)  0.1218
H (1.68829, 4.15191, -1.23891)  0.1584
H (3.22859, 2.27876, -1.81241)  0.1126
H (3.35791, 0.00148, -2.72431)  0.1112
H (0.88535, -1.87600, -3.94440)  0.1304
H (2.39051, -2.15244, -3.03949)  0.1268
H (-0.03938, -3.96791, -3.62848)  0.1242
H (1.39335, -4.55866, -2.74076)  0.1303
H (-0.57804, -5.88933, -2.07886)  0.1248
H (-1.48168, -4.39373, -1.69010)  0.1263
H (0.64882, -3.79843, 1.11595)  0.1257
H (-0.75126, -3.14760, 0.20800)  0.1194
H (1.23573, -1.80835, -0.33081)  0.1197
H (2.14761, -3.27859, -0.77961)  0.1342
H (-0.82255, -0.50275, -2.08485)  0.1188
H (-0.96787, 1.78525, -1.18199)  0.1209
H (1.40068, 1.54629, 1.19372)  0.1241
H (0.26663, -0.15004, 2.53276)  0.1119



Entry iii
DFT (ωB97M-V/def2-TZVPD) results for one molecule with the formula C21H26N2O2.

The net charge is 0. The calculation puts the LUMO energy at 0.82 eV. As for the frontier orbital gap: 9.8 eV. Its SMILES is CCC(C(=O)N[C@@H](C)c1ccccc1)C(=O)N[C@@H](C)c1ccccc1.

Last column: Löwdin charge in e.
CARTESIAN COORDINATES (ANGSTROEM)
C (-2.61434, 0.36138, -3.05756)  -0.0853
C (-2.93805, 0.05859, -1.59889)  -0.2008
C (-1.75373, -0.62212, -0.90543)  -0.1570
C (-0.60267, 0.35038, -0.70604)  -0.4628
O (-0.78065, 1.46539, -0.24107)  0.0454
N (0.61138, -0.13246, -1.00863)  0.1357
C (1.84535, 0.60658, -0.77818)  -0.3021
C (2.76682, -0.21281, 0.11756)  -0.0341
C (2.42713, 1.00394, -2.11957)  -0.1776
C (3.58153, 0.44705, -2.65001)  -0.0400
C (4.03452, 0.83292, -3.90133)  -0.0841
C (3.33677, 1.77150, -4.63945)  -0.0938
C (2.18038, 2.32967, -4.11940)  -0.0793
C (1.73207, 1.94861, -2.86928)  -0.0334
C (-2.10537, -1.11500, 0.50856)  -0.4528
O (-2.03098, -2.28938, 0.80254)  0.0809
N (-2.48406, -0.11633, 1.33039)  0.1234
C (-2.51456, -0.26199, 2.78836)  -0.2928
C (-3.56438, -1.28559, 3.20461)  -0.0471
C (-1.10109, -0.56172, 3.24941)  -0.1809
C (-0.16632, 0.46816, 3.19029)  -0.0391
C (1.15799, 0.24166, 3.51544)  -0.1022
C (1.56879, -1.02350, 3.90259)  -0.1028
C (0.64645, -2.05288, 3.96049)  -0.0753
C (-0.68045, -1.82623, 3.63399)  -0.0312
H (-2.39000, -0.55387, -3.60168)  0.0769
H (-3.45921, 0.84798, -3.53866)  0.0735
H (-1.75244, 1.02197, -3.12519)  0.0693
H (-3.81011, -0.59553, -1.53991)  0.1223
H (-3.17236, 0.99013, -1.08139)  0.1109
H (-1.43808, -1.49416, -1.48402)  0.1480
H (0.70228, -1.06761, -1.37338)  0.1589
H (1.53941, 1.51725, -0.24879)  0.1489
H (3.69227, 0.32720, 0.29841)  0.0893
H (2.27584, -0.39614, 1.07132)  0.0612
H (2.99795, -1.17401, -0.33690)  0.0803
H (4.14243, -0.28697, -2.09295)  0.1016
H (4.93767, 0.39442, -4.30023)  0.1018
H (3.69225, 2.06875, -5.61488)  0.1004
H (1.63019, 3.06467, -4.68825)  0.1026
H (0.83333, 2.38560, -2.45832)  0.1127
H (-2.27089, 0.81561, 0.99144)  0.1185
H (-2.80530, 0.72000, 3.18115)  0.1484
H (-4.55000, -0.93332, 2.90920)  0.0815
H (-3.37828, -2.23601, 2.71500)  0.0666
H (-3.54583, -1.41862, 4.28317)  0.0846
H (-0.47811, 1.45533, 2.87860)  0.1153
H (1.87017, 1.05291, 3.46594)  0.1039
H (2.60373, -1.20455, 4.15473)  0.1007
H (0.96119, -3.04290, 4.25670)  0.1024
H (-1.38066, -2.64399, 3.66952)  0.1089



entry iii (30.2 kcal/mol below the next structure)



Entry i
DFT (ωB97M-V/def2-TZVPD) results for an isolated ion of composition C4H13N2S and charge +1.

The net charge is +1. The calculation puts the LUMO energy at -3.60 eV. As for the frontier orbital gap: 8.3 eV. Its SMILES is [NH3+]CCNCCS.

Last column: Löwdin charge in e.
CARTESIAN COORDINATES (ANGSTROEM)
N (-0.94332, -1.80574, 1.04136)  0.1559
C (-1.83185, -0.64893, 1.00661)  -0.1795
C (-1.68527, 0.10367, -0.39397)  -0.1470
N (-0.22560, 0.18077, -0.76688)  -0.1441
C (0.67511, 1.04819, -0.04121)  -0.2501
C (2.10527, 0.71388, -0.78626)  -0.5970
S (3.43528, 1.87165, -0.44584)  0.6640
H (-0.84014, -2.07994, 2.02798)  0.1802
H (-1.35455, -2.59143, 0.50785)  0.1870
H (-0.14843, -1.30444, 0.56516)  0.1436
H (-1.66254, 0.06958, 1.90240)  0.1611
H (-2.85840, -1.13666, 1.05004)  0.1454
H (-2.17105, 1.13727, -0.23593)  0.1499
H (-2.18889, -0.55825, -1.10271)  0.1176
H (-0.16375, 0.39538, -1.74341)  0.1106
H (0.44188, 2.10641, -0.50057)  0.1407
H (0.59888, 1.13060, 1.02552)  0.1038
H (1.99822, 0.63753, -1.91467)  0.0887
H (2.33904, -0.22129, -0.35291)  0.0315
H (4.48010, 0.95175, -0.84257)  -0.0622



Entry ii
DFT (ωB97M-V/def2-TZVPD) results for an isolated ion of composition C4H13N2S and charge +1.

The net charge is +1. The calculation puts the LUMO energy at -3.37 eV. As for the frontier orbital gap: 8.9 eV. Its SMILES is NC[C@@H]([NH3+])CCS.

Last column: Löwdin charge in e.
CARTESIAN COORDINATES (ANGSTROEM)
N (-1.93473, -0.42754, 0.07900)  0.0333
C (-1.18274, 0.53429, 0.84174)  -0.2217
C (0.26051, 0.03433, 0.90812)  -0.2780
N (0.17842, -1.35734, 1.48352)  0.1911
C (0.95301, -0.12267, -0.49994)  -0.2057
C (0.66329, 1.13347, -1.32841)  -0.5726
S (1.37213, 1.27516, -2.99985)  0.7462
H (-1.83016, -0.40170, -0.92815)  0.0963
H (-2.87822, -0.57830, 0.34519)  0.0878
H (-1.14398, 1.55481, 0.46028)  0.1210
H (-1.56723, 0.61508, 1.85978)  0.1331
H (0.98712, 0.59745, 1.49738)  0.1592
H (-0.10445, -1.42247, 2.46498)  0.1771
H (-0.57928, -1.80938, 0.93791)  0.1503
H (1.07840, -1.82102, 1.36807)  0.1700
H (2.02598, -0.24994, -0.42889)  0.1132
H (0.55120, -1.09393, -0.82969)  0.1178
H (-0.39190, 1.13952, -1.56043)  0.0467
H (1.13380, 1.95494, -0.78554)  0.0820
H (2.40884, 0.44524, -2.88506)  -0.1472



entry ii (35.9 kcal/mol below the next structure)